[1]
Here is C30H38HfN8O4S6Se as an isolated structure in a non-equilibrium geometry from the OMol25 dataset. Energies are from ωB97M-V/def2-TZVPD.

```
88
Properties=species:S:1:pos:R:3:mulliken_charge:R:1
Hf 0.0232 0.0747 -0.7099 -0.475
C -0.5428 -2.6681 3.2872 0.461
C -1.5357 -1.5493 3.5572 -1.187
S -1.4887 -0.1206 2.4004 0.414
C -0.5502 1.1023 3.3753 -0.166
C 0.9237 0.7803 3.4683 -1.161
S 1.6499 0.2958 1.8351 0.725
C 2.8202 -0.9862 2.4215 -1.105
C 2.2337 -2.3679 2.6443 0.378
S 1.0969 -2.4812 4.0790 -0.183
H -0.3694 -2.7851 2.2213 -0.766
H -0.9454 -3.5994 3.6865 0.501
H -1.4260 -1.1427 4.5606 0.508
H -2.5458 -1.9455 3.4486 0.516
H -1.0005 1.1568 4.3649 0.715
H -0.7197 2.0444 2.8568 -0.501
H 1.0948 -0.0542 4.1471 0.359
H 1.4797 1.6545 3.8039 0.645
H 3.2585 -0.6031 3.3435 0.537
H 3.5799 -1.0232 1.6383 0.383
H 3.0546 -3.0550 2.8614 0.545
H 1.6996 -2.7237 1.7643 -0.796
O 0.2564 0.4612 -2.7763 -0.171
C -0.8972 0.9156 -3.0127 0.151
C -1.4673 1.3049 -4.3478 -0.719
C -2.9001 1.6903 -3.9765 -0.601
C -2.8920 1.7080 -2.4592 -0.023
O -3.7506 2.1336 -1.7227 -0.764
N -1.7075 1.1526 -1.9981 0.492
H -1.3933 0.4821 -5.0606 0.353
H -0.8985 2.1506 -4.7458 0.309
H -3.6230 0.9398 -4.3034 0.266
H -3.2233 2.6553 -4.3650 0.413
N 3.2274 -7.6860 -0.8320 -0.444
C 2.6618 -6.4714 -0.9089 1.137
C 1.3393 -6.3197 -1.3752 -0.998
C 0.7608 -5.0781 -1.4670 -0.633
C 1.4944 -3.9525 -1.1077 -0.376
C 2.7955 -4.0735 -0.6313 -0.441
C 3.3764 -5.3145 -0.5347 -1.096
S 0.7627 -2.3675 -1.1482 2.220
O 1.7861 -1.3149 -0.9907 -0.488
O -0.0895 -2.0663 -2.2821 -0.602
N -0.1353 -2.0713 0.1602 0.269
C -1.4710 -2.1040 -0.0874 -0.247
S -2.5062 -3.4795 0.0013 -0.102
C -3.8355 -2.4579 -0.4133 -0.801
C -3.4184 -1.1866 -0.5964 -0.803
N -2.0741 -0.9894 -0.4274 0.605
H 2.7253 -8.5094 -1.1170 0.200
H 4.1808 -7.7992 -0.5344 0.202
H 0.7873 -7.2004 -1.6610 0.340
H -0.2510 -4.9643 -1.8205 0.538
H 3.3271 -3.1784 -0.3519 0.533
H 4.3889 -5.4114 -0.1713 0.334
H -4.8305 -2.8486 -0.4830 0.529
H -4.0503 -0.3502 -0.8381 0.464
S 2.3975 1.5289 -1.0814 -0.284
C 3.3426 0.7271 -2.2250 0.248
N 4.6055 0.3677 -2.0078 -0.079
C 5.2178 -0.2430 -3.1749 -0.520
C 4.0690 -0.2168 -4.2039 -0.527
N 2.9909 0.4214 -3.4695 0.159
H 5.1164 0.6468 -1.1876 0.242
H 5.5480 -1.2619 -2.9518 0.280
H 6.0834 0.3395 -3.4980 0.333
H 3.7664 -1.2126 -4.5355 0.318
H 4.3192 0.3773 -5.0852 0.331
H 2.0431 0.4825 -3.8090 0.115
C -0.1061 5.0560 2.2830 -1.026
N -1.3523 4.6963 1.6578 0.280
C -1.5765 3.6316 0.8635 -0.188
Se -0.1347 2.5386 0.2063 0.169
N -2.8688 3.6065 0.5034 0.478
C -3.5034 4.7042 1.0460 0.462
C -4.8077 5.1653 0.9465 -0.723
C -5.0953 6.3535 1.5913 -0.518
C -4.1299 7.0508 2.3252 -0.635
C -2.8350 6.5859 2.4517 -0.628
C -2.5321 5.4006 1.7904 0.411
H 0.6882 4.4321 1.8693 0.271
H -0.1731 4.9015 3.3616 0.353
H 0.1176 6.1026 2.0794 0.411
H -3.2933 2.9475 -0.1600 0.058
H -5.5474 4.6174 0.3863 0.500
H -6.0923 6.7573 1.5268 0.428
H -4.4089 7.9794 2.7987 0.422
H -2.0946 7.1138 3.0330 0.468
```

Charge: +2
Relative energy (zero: lowest compared OMol25 entry of this formula, charge and spin): 193.2 kJ/mol
Gap between HOMO and LUMO: 7.79 eV
LUMO: -4.89 eV

[2]
Here is C20H28BrCaClFNO7 as an isolated structure in a non-equilibrium geometry from the OMol25 dataset. Energies are from ωB97M-V/def2-TZVPD.

```
60
Properties=species:S:1:pos:R:3:nbo_charge:R:1
C -3.0339 -0.4223 -0.0348 -0.281
C -2.4986 -1.6448 -0.1220 -0.352
C -1.0716 -1.9365 -0.2161 -0.069
C -0.2999 -2.4526 -1.1930 -0.044
C -0.6318 -2.9084 -2.5671 -0.458
C -1.2892 -1.7907 -3.4114 -0.410
C -0.4693 -1.2998 -4.6172 -0.222
C -0.8571 -2.0578 -5.8851 -0.599
C 1.0504 -1.2909 -4.3895 -0.614
C 1.0913 -2.5120 -0.6755 0.776
O 2.0731 -3.0192 -1.1230 -0.567
O 1.1077 -1.8829 0.5375 -0.561
C -0.1955 -1.6699 0.9473 0.769
O -0.4429 -1.3171 2.0443 -0.510
H -3.9383 -0.3271 0.5596 0.191
H -2.7369 0.5598 -0.5668 0.270
H -3.1564 -2.5119 -0.1041 0.219
H 0.2552 -3.3273 -3.0334 0.229
H -1.3504 -3.7242 -2.4772 0.233
H -2.2445 -2.1658 -3.7670 0.211
H -1.5234 -0.9326 -2.7908 0.267
H -0.7761 -0.2666 -4.7736 0.220
H -0.5333 -3.0961 -5.8413 0.191
H -1.9379 -2.0014 -5.9930 0.211
H -0.4535 -1.5600 -6.7657 0.204
H 1.3357 -1.3791 -3.3464 0.196
H 1.5351 -2.0621 -4.9862 0.200
H 1.4547 -0.3500 -4.7598 0.213
C 4.2799 -2.1454 1.6797 -0.155
C 4.5539 -0.9198 2.4987 0.373
O 5.9237 -1.1314 2.9309 -0.577
C 6.5239 -1.9265 1.9173 0.853
O 7.6927 -2.0512 1.8030 -0.474
O 5.5874 -2.4569 1.1249 -0.422
F 3.7863 -0.8228 3.5712 -0.253
H 3.9394 -2.9705 2.3030 0.252
H 3.5473 -1.9644 0.8926 0.289
H 4.4753 0.0409 1.9081 0.095
Ca 6.2729 0.3866 1.7379 1.136
C -2.6524 4.3319 2.1101 -0.436
C -1.4604 4.9525 1.3936 -0.432
C -1.0515 3.8345 0.4397 -0.059
O -2.2424 3.1310 0.1011 -0.527
C -3.3013 3.5300 0.9809 -0.063
H -3.3312 5.0588 2.5537 0.214
H -2.3023 3.6706 2.8971 0.225
H -1.7790 5.8272 0.8204 0.194
H -0.6597 5.2580 2.0667 0.215
H -0.3537 3.1327 0.9180 0.145
H -0.5896 4.2114 -0.4751 0.177
H -3.9998 4.1524 0.4104 0.162
H -3.8344 2.6447 1.3295 0.182
C -0.5506 0.8228 4.6924 -0.725
C -0.6804 2.2630 4.6055 0.333
N -0.7163 3.4108 4.5204 -0.337
H -1.3208 0.3522 4.0897 0.281
H 0.4277 0.5163 4.3262 0.229
H -0.6707 0.5146 5.7284 0.263
Br -3.1489 2.4484 5.8285 -0.413
Cl -2.8276 1.2469 -2.3529 -0.658
```

Gap between HOMO and LUMO: 1.47 eV
LUMO: -5.00 eV

[3]
Here is a 6-piece molecular cluster, C18H30Cl6O9 overall in a non-equilibrium geometry from the OMol25 dataset. Energies are from ωB97M-V/def2-TZVPD.

```
63
Properties=species:S:1:pos:R:3:nbo_charge:R:1
Cl -21.9965 -4.8093 0.8379 -0.086
C -22.7774 -3.6804 2.0330 -0.375
C -22.1015 -2.3172 1.9484 -0.391
Cl -22.9885 -1.3442 3.1325 -0.052
H -22.6804 -4.0707 3.0790 0.224
H -23.8591 -3.6962 1.8800 0.232
H -22.2670 -1.7839 1.0221 0.227
H -21.0169 -2.4030 2.1812 0.223
Cl -19.2351 -7.7394 0.1358 -0.069
C -18.3945 -6.5277 1.1879 -0.369
C -18.3157 -7.0517 2.6401 -0.390
Cl -17.4142 -8.5592 2.8076 -0.063
H -19.0128 -5.6211 1.1290 0.235
H -17.4073 -6.2930 0.8942 0.214
H -19.3013 -7.3863 2.9323 0.221
H -17.9661 -6.3086 3.3130 0.223
Cl -20.3464 -12.9106 1.5443 -0.077
C -20.7655 -11.2164 1.9166 -0.388
C -22.1602 -10.9250 1.5385 -0.404
Cl -22.2917 -10.7105 -0.2006 -0.045
H -20.1307 -10.5594 1.4042 0.224
H -20.6782 -11.1029 3.0398 0.240
H -22.4726 -10.0082 2.0073 0.224
H -22.8749 -11.6896 1.9165 0.229
C -23.1514 -13.2218 5.5406 -0.634
C -23.6596 -12.6827 6.9117 0.061
C -23.5528 -11.1661 6.9824 -0.111
O -24.9036 -10.7263 6.7809 -0.472
C -25.6798 -11.8051 6.9997 0.948
O -26.9146 -11.7308 6.8188 -0.611
O -25.0487 -12.9560 7.1522 -0.466
H -23.7769 -12.6777 4.8579 0.210
H -23.1666 -14.3095 5.4191 0.226
H -22.1448 -12.8306 5.4368 0.233
H -23.3036 -13.2211 7.7725 0.202
H -22.9994 -10.7072 6.1784 0.207
H -23.0776 -10.7341 7.8800 0.201
C -17.4523 -11.4954 -0.4766 -0.637
C -16.6138 -11.1508 -1.6947 0.070
C -15.2334 -10.5584 -1.4011 -0.097
O -14.4709 -11.0376 -2.5167 -0.497
C -15.0237 -12.1795 -2.9632 0.969
O -14.5038 -12.8737 -3.7438 -0.561
O -16.2257 -12.3941 -2.3582 -0.504
H -16.8374 -12.1144 0.1606 0.206
H -18.3197 -12.1165 -0.7448 0.243
H -17.7819 -10.5675 0.0259 0.228
H -17.2015 -10.5109 -2.3926 0.187
H -14.9003 -11.1014 -0.5119 0.176
H -15.1379 -9.4732 -1.3510 0.212
C -16.7999 -12.0077 3.7520 -0.635
C -17.8561 -12.5264 4.6932 0.051
C -17.4214 -12.7217 6.1122 -0.101
O -18.5675 -12.3393 6.8938 -0.474
C -19.4306 -11.7328 6.0420 0.976
O -20.5450 -11.3639 6.3417 -0.619
O -18.9293 -11.5618 4.8036 -0.486
H -15.8357 -12.4671 3.8281 0.228
H -16.6168 -10.8930 3.9273 0.231
H -17.1452 -12.1464 2.7253 0.233
H -18.3023 -13.4735 4.3669 0.197
H -16.6006 -12.1504 6.5568 0.198
H -17.1981 -13.7719 6.3541 0.204
```

Relative energy (zero: lowest compared OMol25 entry of this formula, charge and spin): 150.7 kJ/mol
SMILES: C[C@H]1COC(=O)O1.C[C@H]1COC(=O)O1.C[C@H]1COC(=O)O1.ClCCCl.ClCCCl.ClCCCl
Gap between HOMO and LUMO: 10.22 eV
LUMO: 0.05 eV

[4]
Here is a 2-piece molecular cluster, C6H12O overall from the OMol25 dataset. Energies are from ωB97M-V/def2-TZVPD.

```
19
Properties=species:S:1:pos:R:3:nbo_charge:R:1
C 1.7370 0.2669 1.6073 -0.615
C 0.2668 0.4978 1.2415 -0.406
C -0.4741 -0.5225 0.3237 -0.243
C -1.8509 -0.1504 -0.1008 -0.252
C -1.5132 0.8885 -1.1457 -0.398
C -0.9427 -0.4722 -1.1835 -0.221
O 1.4609 -0.8656 -1.8791 -0.941
H 1.8893 -0.6890 2.1227 0.201
H 2.3781 0.2817 0.7223 0.213
H 2.0924 1.0546 2.2890 0.214
H 0.1533 1.5180 0.8632 0.206
H -0.3094 0.4946 2.1832 0.208
H -0.3350 -1.5408 0.7064 0.214
H 0.9982 -0.6707 -1.0507 0.481
H -2.7878 -0.6062 0.1591 0.225
H -0.8374 1.7183 -0.9398 0.201
H -2.3067 1.1307 -1.8497 0.217
H -1.0532 -1.1748 -2.0140 0.240
H 1.1765 -1.7716 -2.0459 0.455
```

Relative energy (zero: lowest compared OMol25 entry of this formula, charge and spin): 307.0 kJ/mol
SMILES: CC[C@H]1[C@H]2C[C@@H]12.O
Gap between HOMO and LUMO: 10.47 eV
LUMO: 0.98 eV

Which of these has the lowest LUMO?
C20H28BrCaClFNO7